1.
{"formula": "C23H44ClF5IN3O5PS", "method": "ωB97M-V/def2-TZVPD", "total_charge": 1, "spin_multiplicity": 1, "smiles": "CCCCCCCCCCCCCCCC[C@@H]1O[C@@](Cl)(CCN)[C@H](P(=N)(O)O)[N@@+]1(I)S(=O)(=O)C(F)(F)C(F)(F)F", "max_force_ev_per_a": 2.72, "gap_ev": 5.87, "e_homo_ev": -11.72, "symbols": ["C", "C", "C", "C", "C", "C", "C", "C", "C", "C", "C", "C", "C", "C", "C", "C", "C", "O", "C", "Cl", "C", "C", "N", "C", "P", "N", "O", "O", "N", "I", "S", "O", "O", "C", "F", "F", "C", "F", "F", "F", "H", "H", "H", "H", "H", "H", "H", "H", "H", "H", "H", "H", "H", "H", "H", "H", "H", "H", "H", "H", "H", "H", "H", "H", "H", "H", "H", "H", "H", "H", "H", "H", "H", "H", "H", "H", "H", "H", "H", "H", "H", "H", "H", "H"], "coordinates": [[6.211427, 0.497590, 4.354111], [6.878774, 1.456428, 3.378796], [7.029629, 0.880432, 1.966389], [6.676413, 1.878620, 0.880253], [6.932401, 1.336000, -0.528722], [5.961928, 1.897577, -1.573690], [5.765611, 0.921522, -2.763986], [4.312774, 0.465296, -2.865458], [3.975815, -0.484493, -1.720085], [2.490518, -0.859829, -1.649412], [2.304847, -2.378136, -1.531572], [0.939233, -2.791943, -0.980346], [-0.107068, -3.015903, -2.088897], [-1.360940, -2.116290, -1.964330], [-2.495670, -2.913223, -1.332874], [-3.841338, -2.177561, -1.282548], [-3.769184, -1.071206, -0.251882], [-3.722509, -1.662919, 1.021686], [-4.378268, -0.876741, 2.003605], [-5.498114, -2.030721, 2.815840], [-3.355040, -0.457375, 3.058239], [-2.089496, 0.227102, 2.533190], [-1.059581, -0.676971, 2.001331], [-5.038468, 0.272098, 1.239406], [-6.647004, 0.974797, 1.818847], [-7.154041, 2.038435, 0.832472], [-6.260286, 1.595041, 3.232394], [-7.720714, -0.149918, 2.127023], [-4.853273, 0.032700, -0.247327], [-6.664804, -0.768557, -1.040045], [-4.014147, 1.338483, -1.157019], [-2.993643, 1.859357, -0.313838], [-3.555848, 0.741374, -2.360702], [-5.097831, 2.805844, -1.642886], [-4.181156, 3.569513, -2.280796], [-5.518178, 3.476046, -0.557396], [-6.298685, 2.542896, -2.630839], [-7.441835, 2.367865, -1.945889], [-6.416783, 3.659666, -3.377367], [-6.054701, 1.504235, -3.440329], [6.647839, -0.493793, 4.307885], [6.310986, 0.883563, 5.364306], [5.147070, 0.398664, 4.162310], [6.288756, 2.367249, 3.324640], [7.855405, 1.700912, 3.778356], [8.081054, 0.628834, 1.827686], [6.484064, -0.050236, 1.835910], [7.221438, 2.806078, 1.028243], [5.612361, 2.101292, 0.967479], [6.817700, 0.256861, -0.481533], [7.948427, 1.547601, -0.848215], [6.277839, 2.875021, -1.916175], [4.997340, 1.990154, -1.082993], [6.085808, 1.399162, -3.684440], [6.411054, 0.062196, -2.606827], [4.178363, -0.094677, -3.787768], [3.682732, 1.349998, -2.853084], [4.589277, -1.370568, -1.860494], [4.291158, -0.056374, -0.772513], [2.005376, -0.533785, -2.567151], [2.020337, -0.380204, -0.796954], [3.075965, -2.740761, -0.856834], [2.487460, -2.854854, -2.487874], [0.594288, -2.092069, -0.224406], [1.098541, -3.739645, -0.475554], [-0.448060, -4.043174, -1.997674], [0.325649, -2.944472, -3.078454], [-1.071541, -1.345092, -1.252418], [-1.640154, -1.689890, -2.918693], [-2.235795, -3.320052, -0.361540], [-2.681071, -3.772081, -1.972176], [-4.590112, -2.918073, -1.032174], [-4.035126, -1.765286, -2.267585], [-2.772058, -0.657697, -0.384371], [-3.828222, 0.170519, 3.810703], [-3.053787, -1.372249, 3.552726], [-2.317413, 0.987277, 1.788374], [-1.661214, 0.762349, 3.374845], [-1.000018, -0.581705, 0.998087], [-1.326261, -1.634671, 2.184473], [-4.365062, 1.103523, 1.471709], [-8.092570, 1.812063, 0.526541], [-5.334299, 1.486273, 3.471730], [-7.974266, -0.145331, 3.056568]], "forces_ev_per_angstrom": [[-0.0813, 0.2790, 0.1080], [-0.3620, -0.5549, -0.1001], [0.8662, 0.4605, 0.1003], [-0.1838, -0.3134, -0.3423], [-0.3198, 0.4858, 0.1593], [0.0933, -1.0272, -0.0715], [0.0140, 0.6865, 0.2474], [0.7269, -0.3366, 0.2982], [-0.2510, 0.3636, -0.2001], [0.4096, -0.6959, -0.4002], [-0.0601, 0.6522, 0.8277], [0.4484, -0.7152, -0.8288], [-0.5886, 0.0798, 0.5021], [0.6957, -0.7005, 0.8609], [-0.4306, 0.0764, -0.8446], [0.2015, -0.0155, 0.0005], [1.4645, -1.7878, -0.0095], [-1.1270, 0.7631, -0.0681], [0.6948, -1.4439, -0.1008], [-0.2266, 0.2313, -0.0573], [0.1297, 0.2272, -0.3971], [0.2395, -0.0195, 0.0016], [-0.5648, 0.1206, -0.0138], [0.5958, 1.0027, 0.7274], [-1.4187, 1.1565, -0.3531], [0.3052, -0.8143, -0.0517], [0.4561, -0.5835, -0.1668], [0.3204, -0.0272, 0.0605], [-0.5734, -1.3087, 1.1720], [-0.0278, 0.0547, -0.3210], [2.0656, 1.0554, -1.4225], [-0.8704, 0.0533, 1.0150], [-1.0437, -0.4911, -0.1205], [-0.6377, 1.5385, 0.5259], [-0.4292, -0.9532, 0.4212], [0.7186, -0.6633, -1.1713], [-0.4817, 0.9094, -0.3484], [0.9574, -0.1165, -0.7692], [-0.0182, -0.9711, 0.5567], [-0.2612, 0.4835, 0.5501], [0.1719, -0.1835, 0.0533], [0.0115, -0.1045, 0.2394], [-0.1926, -0.0574, -0.1697], [-0.0036, 0.2595, 0.0920], [0.2165, 0.2899, -0.0051], [0.1415, -0.2868, -0.0434], [-0.3185, -0.0801, 0.0035], [0.0372, 0.2331, 0.1418], [-0.1505, 0.2048, 0.0523], [-0.0058, -0.2728, -0.1320], [0.2974, -0.1470, 0.0448], [-0.0030, 0.2647, -0.0056], [-0.2310, 0.3424, 0.0575], [0.0071, 0.0027, -0.2421], [0.1117, -0.2415, -0.1333], [-0.2683, 0.1451, -0.3094], [-0.3304, 0.0542, -0.1353], [0.0475, -0.2760, 0.0012], [0.0527, 0.0904, 0.2119], [-0.2665, 0.2907, -0.0291], [-0.1748, 0.2013, 0.0785], [0.1328, -0.1222, 0.1561], [0.0463, -0.1424, -0.2326], [-0.0534, 0.2224, 0.1090], [-0.1325, -0.1610, 0.2392], [-0.0580, -0.2509, -0.1928], [0.2263, 0.2313, -0.1598], [-0.0454, 0.6438, -0.3077], [-0.2226, 0.2131, -0.1181], [0.1683, 0.0715, 0.2575], [0.0028, -0.2519, -0.0558], [-0.4259, 0.1175, 0.1727], [-0.1204, 0.0966, -0.1435], [-0.2403, 1.1068, -0.2055], [-0.1315, 0.0050, 0.1752], [-0.0347, -0.1806, 0.2973], [-0.0193, 0.1299, -0.0490], [0.0315, 0.1446, 0.1992], [0.1863, -0.0380, -0.1190], [0.1992, -0.1586, 0.0048], [-0.0047, 0.2678, -0.2866], [-0.0932, 0.3616, -0.1685], [0.0804, 0.1236, 0.4293], [-0.0874, -0.2997, 0.2516]]}

=====

2.
{"formula": "C23H44ClN2O13P3S", "method": "ωB97M-V/def2-TZVPD", "total_charge": 0, "spin_multiplicity": 1, "smiles": "C#CCCC[C@](C#N)(CCCS)[C@@H](C#N)CC(=O)Cl.COP(=O)(OC)OC.COP(=O)(OC)OC.COP(=O)(OC)OC", "max_force_ev_per_a": 12.33, "gap_ev": 5.49, "e_homo_ev": -8.83, "symbols": ["C", "C", "C", "C", "C", "C", "C", "N", "C", "C", "C", "S", "C", "C", "N", "C", "C", "O", "Cl", "H", "H", "H", "H", "H", "H", "H", "H", "H", "H", "H", "H", "H", "H", "H", "H", "H", "C", "O", "P", "O", "O", "C", "O", "C", "H", "H", "H", "H", "H", "H", "H", "H", "H", "C", "O", "P", "O", "O", "C", "O", "C", "H", "H", "H", "H", "H", "H", "H", "H", "H", "C", "O", "P", "O", "O", "C", "O", "C", "H", "H", "H", "H", "H", "H", "H", "H", "H"], "coordinates": [[9.536763, 2.210528, -1.856485], [8.201423, 2.281586, -2.356032], [6.630626, 2.161685, -2.865878], [5.632678, 1.636555, -1.633650], [4.460660, 0.606673, -2.132887], [2.994981, 1.357807, -2.425995], [3.326920, 2.505748, -3.572999], [3.264671, 3.643473, -4.233090], [2.409797, 1.953821, -1.018722], [1.315481, 3.162457, -1.162795], [-0.247749, 2.666886, -1.322653], [-1.010883, 3.117965, -2.999674], [1.892332, 0.333889, -3.114409], [1.791653, 0.738787, -4.733703], [1.531340, 0.877204, -6.009371], [2.272049, -1.256857, -2.977507], [2.100136, -1.845506, -1.422006], [1.073354, -1.479392, -0.642262], [3.398483, -3.038733, -0.802643], [10.488231, 1.909502, -1.207540], [6.489257, 1.519295, -3.834213], [6.243233, 3.265520, -3.103588], [5.262046, 2.554624, -1.010035], [6.354365, 1.018206, -0.913237], [4.380787, -0.242469, -1.324605], [4.800295, 0.059972, -3.137783], [3.236855, 2.296122, -0.245040], [1.844579, 1.049262, -0.483921], [1.537109, 3.948069, -2.000793], [1.353551, 3.767761, -0.134809], [-0.382511, 1.514367, -1.171867], [-0.894428, 3.213920, -0.489659], [-0.578110, 2.210880, -3.997585], [0.816810, 0.471419, -2.673662], [1.445838, -1.846842, -3.605618], [3.302991, -1.559210, -3.462456], [0.886581, -0.551460, 1.800795], [0.351787, -0.233181, 3.077882], [0.634808, -1.318425, 4.395175], [2.148929, -1.214450, 4.185809], [0.033203, -2.567980, 3.495949], [-1.351244, -2.556182, 3.200322], [0.917896, -2.403649, 5.712309], [-0.213616, -3.023121, 6.284600], [1.459754, 0.307513, 1.438322], [1.534897, -1.431867, 1.813393], [0.057527, -0.732872, 1.110817], [-1.481307, -2.691796, 2.123248], [-1.823379, -1.615953, 3.501142], [-1.838915, -3.383775, 3.719890], [-0.467261, -3.919985, 5.718034], [-1.064805, -2.338855, 6.306111], [0.030135, -3.323998, 7.308098], [-1.929246, 7.658608, -3.555148], [-2.884017, 8.160281, -2.630491], [-4.091270, 7.086303, -2.012246], [-3.010449, 6.126465, -1.504561], [-4.518589, 6.677050, -3.555566], [-5.147782, 7.668326, -4.346588], [-5.298374, 6.012305, -1.394088], [-6.641128, 6.309868, -1.710395], [-0.927141, 7.903903, -3.189957], [-1.999556, 6.577329, -3.701713], [-2.080554, 8.156279, -4.517302], [-4.619454, 7.743432, -5.300855], [-5.138928, 8.646378, -3.855905], [-6.181645, 7.374236, -4.539777], [-6.891641, 5.886547, -2.683916], [-6.811837, 7.388778, -1.714484], [-7.289944, 5.847332, -0.960337], [-0.112368, -8.682695, 4.952470], [-0.502500, -8.111617, 3.711534], [-1.866060, -7.047449, 3.674596], [-1.218314, -6.143402, 4.728319], [-2.786675, -8.200000, 4.420264], [-3.096711, -9.368983, 3.684340], [-3.229521, -5.983347, 3.637784], [-4.344551, -6.399180, 2.879250], [0.952661, -8.484857, 5.108421], [-0.675512, -8.288890, 5.802985], [-0.261378, -9.765013, 4.900553], [-2.835461, -10.242865, 4.287229], [-2.548460, -9.411368, 2.738265], [-4.168879, -9.392519, 3.477976], [-4.980004, -7.046552, 3.484898], [-4.028288, -6.922919, 1.974330], [-4.927029, -5.516705, 2.597391]], "forces_ev_per_angstrom": [[-9.7201, -0.3247, -2.7571], [8.4002, -1.4428, 3.5320], [-0.0053, 1.6770, 0.6148], [1.6240, -0.8488, 0.2861], [0.1267, -0.0884, -0.5057], [1.3070, 0.0320, -0.3164], [-1.7749, 8.9236, -3.0674], [0.8911, -10.7153, 6.0292], [-0.8666, 0.1273, 0.4070], [-0.4537, 0.5049, 1.0482], [0.5034, -0.5248, 0.5468], [0.1774, -0.3871, 0.0691], [0.1269, 0.2371, -1.2142], [-2.6064, -0.3012, -8.3598], [2.5124, -1.2640, 11.9132], [-0.6044, -1.0775, -0.4539], [-4.9945, 2.5952, 2.9100], [7.1892, -2.7859, -5.7653], [-1.8270, 1.6467, -0.9395], [-2.6391, 1.0457, -1.9388], [0.6924, 1.1399, 1.9709], [1.1333, -2.4461, 0.2302], [0.5221, -1.8081, -1.3769], [-1.7229, 1.3022, -1.4805], [-0.2591, 1.7592, -1.4934], [-0.6129, 1.3179, 2.1458], [-1.4464, -0.7590, -2.0293], [1.3019, 1.8036, -1.2893], [-0.1680, -1.7139, 1.4787], [0.0070, -1.3481, -2.2026], [0.3774, 2.1495, -0.0534], [1.1525, -1.1280, -2.1679], [0.0122, 0.6261, 1.6373], [2.1366, -0.0350, -0.8791], [1.7117, 1.2149, 1.4823], [-2.0867, 0.7723, 1.3291], [-0.3166, -0.7075, -0.1471], [-2.1679, 1.5253, 2.7125], [7.7124, -3.8656, -5.2928], [-1.1738, 0.7530, 1.1322], [-0.6572, 0.4109, 1.0065], [-0.5375, -0.2373, -0.2429], [-2.0777, 2.6708, 0.3582], [-0.4647, -0.7772, 0.4485], [-0.0720, 0.0296, 0.3200], [-0.1661, 0.2492, 0.1362], [0.1068, 0.0709, 0.2604], [-0.0121, 0.0789, 0.0692], [-0.0618, -0.0566, -0.1965], [-0.0015, 0.0058, -0.0070], [-0.1474, -0.0073, -0.0354], [-0.0994, -0.2316, 0.2142], [-0.0315, 0.1748, -0.1196], [-0.0799, -0.4623, -0.7425], [-2.2471, 2.3504, 1.9126], [6.0708, -7.5493, -2.8007], [-1.0916, 1.2628, 0.7988], [-0.9070, 0.6307, 0.6661], [-0.1462, 0.2398, -0.5240], [-0.2958, 3.2186, 0.6517], [-0.7751, -0.2250, -0.0348], [-0.2645, 0.0484, 0.1860], [-0.0075, 0.2128, 0.1698], [0.0390, -0.0253, 0.0159], [-0.0590, 0.0495, 0.1048], [0.0294, 0.0029, -0.2117], [0.0170, 0.0583, -0.0067], [-0.0447, 0.0989, -0.0934], [-0.3253, -0.1262, -0.0130], [0.1385, 0.1483, -0.0476], [-0.4334, -0.4302, 0.6076], [-0.5004, 0.5840, -3.6938], [1.3627, 1.0829, 9.9326], [-0.2519, 0.1329, -1.8216], [-0.3342, 0.3463, -1.2036], [-0.1675, -0.6161, -0.0616], [1.3453, -0.9545, -2.8568], [-0.8312, 0.0689, -0.2352], [-0.1662, 0.1474, -0.2590], [0.1166, 0.0368, -0.2548], [0.0211, 0.0325, 0.0305], [-0.0063, 0.0725, -0.1122], [-0.0253, -0.1849, 0.1052], [0.0457, -0.0331, -0.0305], [-0.0111, -0.1213, -0.0583], [-0.3379, 0.0572, -0.0516], [0.1736, -0.1175, -0.0255]]}